Below is 7 unconnected molecules or ions with the total composition C23H52N12O11 at a distorted geometry, with properties calculated with wB97M-V/def2-TZVPD.

The total energy is -2392.1478 Eh. The HOMO-LUMO gap is 7.81 eV. For the molecular weight, the calculation gives 672.74 g/mol. The highest occupied orbital energy is -8.86 eV.

Geometry (Å):
C 7.927 -3.306 -0.696
C 6.594 -2.341 -0.764
O 6.414 -1.633 -2.042
C 5.544 -0.454 -1.911
C 3.924 -0.845 -1.949
C 3.153 -0.482 -0.543
C 1.719 -0.025 -0.355
C 0.641 0.191 -1.590
C -0.896 -0.277 -1.226
C -1.226 -1.851 -1.544
C -0.177 -2.928 -0.890
C -0.334 -4.344 -1.766
C 0.523 -4.125 -3.184
C 1.404 -5.460 -3.607
C 3.008 -5.180 -3.290
O 3.653 -4.799 -4.559
C 5.022 -4.274 -4.291
C 1.476 0.150 1.274
O 0.332 0.061 1.974
O 2.855 0.380 1.815
C 3.680 -0.558 1.016
O 4.622 -1.307 1.600
H 7.633 -4.444 -0.659
H 8.452 -3.080 0.352
H 8.738 -3.051 -1.514
H 5.653 -3.013 -0.547
H 6.726 -1.514 0.070
H 5.709 0.155 -0.914
H 5.786 0.286 -2.802
H 3.787 -1.968 -2.295
H 3.458 -0.184 -2.825
H 0.584 1.368 -1.782
H 1.033 -0.303 -2.583
H -1.605 0.362 -1.944
H -1.223 0.046 -0.125
H -1.360 -2.013 -2.698
H -2.285 -2.074 -1.041
H 0.954 -2.636 -0.970
H -0.429 -3.192 0.245
H 0.229 -5.208 -1.192
H -1.458 -4.618 -1.949
H 1.226 -3.170 -3.078
H -0.288 -3.864 -4.009
H 1.055 -6.447 -3.078
H 1.291 -5.654 -4.776
H 3.103 -4.360 -2.457
H 3.564 -6.153 -2.895
H 5.398 -3.756 -5.271
H 5.706 -5.188 -3.969
H 5.064 -3.505 -3.407
C -2.160 2.465 3.746
O -2.809 1.494 4.101
N -2.545 3.729 3.997
N -1.002 2.357 3.070
H -2.024 4.541 3.712
H -3.412 3.854 4.504
H -0.676 1.423 2.860
H -0.453 3.145 2.768
C -3.102 3.163 -0.290
O -1.900 3.278 -0.111
N -3.981 3.042 0.722
N -3.657 3.148 -1.516
H -4.974 2.947 0.594
H -3.605 3.049 1.661
H -3.031 3.236 -2.306
H -4.644 3.055 -1.684
C -5.660 5.930 5.337
O -5.390 4.762 5.106
N -6.902 6.342 5.650
N -4.739 6.911 5.300
H -7.143 7.299 5.844
H -7.625 5.636 5.689
H -3.791 6.644 5.068
H -4.942 7.878 5.487
C -3.065 -3.066 -5.054
O -2.453 -3.845 -4.340
N -3.297 -3.303 -6.358
N -3.563 -1.902 -4.600
H -3.799 -2.674 -6.961
H -2.939 -4.169 -6.739
H -3.411 -1.685 -3.624
H -4.070 -1.247 -5.173
C 4.622 -5.014 2.978
O 3.553 -5.070 2.391
N 5.471 -3.978 2.846
N 5.048 -5.982 3.809
H 6.355 -3.914 3.321
H 5.188 -3.227 2.230
H 4.439 -6.780 3.936
H 5.925 -5.954 4.301
C -7.265 10.054 4.349
O -6.653 9.275 5.063
N -7.497 9.817 3.045
N -7.763 11.218 4.803
H -7.999 10.446 2.442
H -7.139 8.951 2.664
H -7.611 11.435 5.779
H -8.270 11.872 4.230

Below is a molecular structure, C38H35ClN2Si2V at a distorted geometry, with properties calculated with wB97M-V/def2-TZVPD.

As for the spin multiplicity: 3. The total energy is -3561.5531 Eh. The HOMO-LUMO gap (alpha / beta) is 5.66 / 5.87 eV. For the molecular weight, the calculation gives 662.28 g/mol. As for the charge: +1. The highest occupied orbital energy (alpha / beta) is -9.70 / -9.70 eV. The value obtained for the energy relative to the best compared isomer or geometry (same formula, charge and spin) is 12.49 kcal/mol.

Geometry (Å):
C -1.047 0.725 4.874
C 0.010 0.035 4.195
C 0.550 0.916 3.206
H 0.437 -0.926 4.472
C -0.180 2.149 3.269
C -1.163 2.028 4.296
H -1.824 2.817 4.637
H -1.581 0.361 5.747
H 1.415 0.725 2.585
H 0.008 3.036 2.678
V -1.434 0.564 2.811
Si 2.756 0.187 -2.493
C 2.782 -1.253 -3.702
C 1.988 -1.181 -4.857
H 1.460 -0.255 -5.105
C 1.831 -2.303 -5.678
H 1.182 -2.248 -6.556
C 2.491 -3.494 -5.352
H 2.359 -4.378 -5.985
C 3.313 -3.563 -4.220
H 3.831 -4.495 -3.974
C 3.453 -2.444 -3.394
H 4.075 -2.489 -2.499
C 2.976 1.749 -3.501
C 4.104 1.888 -4.323
H 4.892 1.133 -4.294
C 4.202 2.969 -5.208
H 5.068 3.058 -5.866
C 3.176 3.923 -5.275
H 3.240 4.756 -5.984
C 2.067 3.808 -4.433
H 1.256 4.541 -4.477
C 1.982 2.741 -3.536
H 1.110 2.664 -2.881
H 3.864 0.018 -1.537
Si 0.323 0.082 -1.846
C 0.814 1.469 -0.642
C 2.008 1.470 0.112
H 2.629 0.570 0.203
C 2.469 2.644 0.718
H 3.434 2.641 1.232
C 1.707 3.810 0.673
H 2.065 4.722 1.161
C 0.457 3.781 0.046
H -0.168 4.671 0.047
C 0.004 2.619 -0.582
H -0.987 2.587 -1.030
C 0.463 -1.532 -0.904
C 0.878 -1.553 0.437
H 0.851 -0.630 1.026
C 1.376 -2.724 1.008
H 1.841 -2.697 1.997
C 1.312 -3.924 0.290
H 1.707 -4.847 0.726
C 0.729 -3.939 -0.982
H 0.629 -4.882 -1.522
C 0.293 -2.752 -1.582
H -0.136 -2.750 -2.585
H -1.073 0.213 -2.263
Cl -1.967 0.260 0.523
N -1.939 -1.571 3.052
C -3.303 -1.755 3.491
C -3.832 -3.006 3.744
C -5.205 -3.119 4.043
C -6.045 -2.014 4.011
C -5.534 -0.722 3.719
C -6.321 0.431 3.521
C -5.702 1.626 3.184
C -4.306 1.705 3.097
N -3.530 0.610 3.236
C -4.116 -0.603 3.544
H -1.279 -2.078 3.652
H -1.779 -2.003 2.137
H -3.196 -3.893 3.708
H -5.621 -4.098 4.278
H -7.118 -2.111 4.197
H -7.404 0.354 3.614
H -6.282 2.521 2.986
H -3.799 2.652 2.886

Below is a molecular structure, C15H18BrIMnN2O, with properties calculated with wB97M-V/def2-TZVPD.

As for the spin multiplicity: 6. The total energy is -4789.9081 Eh. The HOMO-LUMO gap (alpha / beta) is 7.99 / 8.14 eV. For the molecular weight, the calculation gives 504.07 g/mol. The highest occupied orbital energy (alpha / beta) is -7.68 / -7.85 eV. The value obtained for the energy relative to the best compared isomer or geometry (same formula, charge and spin) is 1.80 kcal/mol.

Geometry (Å):
Mn 0.915 -0.589 -1.079
I 3.125 -0.672 0.715
C 3.396 1.376 0.302
C 4.549 1.933 0.780
C 4.791 3.307 0.585
C 3.862 4.067 -0.059
C 2.664 3.497 -0.551
C 1.704 4.312 -1.196
C 0.548 3.766 -1.666
C 0.319 2.382 -1.535
C 1.206 1.514 -0.933
C 2.400 2.109 -0.405
H 5.274 1.333 1.309
H 5.706 3.745 0.957
H 4.027 5.128 -0.205
H 1.906 5.370 -1.304
H -0.188 4.392 -2.154
H -0.606 1.994 -1.957
C -2.117 -4.010 1.449
N -1.456 -2.735 1.229
C -0.088 -2.656 1.711
C -1.796 -1.915 0.199
O -0.939 -1.239 -0.399
N -3.099 -1.852 -0.177
C -3.405 -1.135 -1.405
C -4.183 -1.900 0.789
H -1.422 -4.822 1.216
H -2.979 -4.109 0.797
H -2.437 -4.111 2.487
H -0.023 -3.207 2.647
H 0.185 -1.620 1.900
H 0.620 -3.089 0.995
H -2.606 -1.280 -2.128
H -3.528 -0.064 -1.221
H -4.335 -1.532 -1.812
H -3.812 -2.180 1.771
H -4.948 -2.615 0.482
H -4.642 -0.911 0.867
Br 1.412 -1.980 -3.000

Below is a single C6H12O molecule at a distorted geometry, with properties calculated with wB97M-V/def2-TZVPD.

The total energy is -310.8368 Eh. The HOMO-LUMO gap (alpha / beta) is 7.89 / 7.83 eV. For the molecular weight, the calculation gives 100.16 g/mol. The highest occupied orbital energy (alpha / beta) is -7.21 / -7.38 eV. The value obtained for the energy relative to the best compared isomer or geometry (same formula, charge and spin) is 139.61 kcal/mol.

Geometry (Å):
C -0.709 -1.749 -0.063
C -0.705 -0.282 -0.563
C -1.671 0.540 0.145
C 0.038 1.869 0.927
O 0.834 0.715 1.061
C 0.750 0.308 -0.259
C 1.946 -0.503 -0.652
H -1.677 -2.225 -0.248
H 0.059 -2.351 -0.564
H -0.513 -1.778 1.014
H -0.830 -0.269 -1.651
H -1.941 0.247 1.158
H -2.436 1.088 -0.399
H -0.674 2.017 1.742
H 0.714 2.737 0.911
H 0.027 1.747 -0.320
H 2.116 -1.342 0.041
H 1.838 -0.899 -1.666
H 2.835 0.133 -0.614

Below is a molecular structure, C20H14I2N3O5SbSe4Ta, with properties calculated with wB97M-V/def2-TZVPD.

The total energy is -11809.7569 Eh. The HOMO-LUMO gap is 5.59 eV. For the molecular weight, the calculation gives 1248.70 g/mol. As for the charge: -1. The highest occupied orbital energy is -4.46 eV. The value obtained for the energy relative to the best compared isomer or geometry (same formula, charge and spin) is 17.34 kcal/mol.

Geometry (Å):
Ta 2.342 -0.747 0.012
O 4.112 -0.419 -3.703
C 3.488 -0.788 -2.746
O 3.222 -0.067 -1.668
C 2.895 -2.178 -2.652
C 3.310 -3.300 -3.337
C 2.751 -4.517 -2.957
C 1.818 -4.590 -1.925
C 1.472 -3.409 -1.303
N 1.998 -2.257 -1.683
C 0.658 -3.216 -0.023
O -0.390 -3.776 0.170
O 1.263 -2.359 0.761
H 4.071 -3.220 -4.099
H 3.077 -5.427 -3.444
H 1.405 -5.530 -1.590
I -5.542 0.815 -0.444
C -3.482 0.472 -0.430
C -2.769 0.546 -1.614
C -1.398 0.345 -1.576
I -0.293 0.462 -3.341
C -0.734 0.099 -0.374
O 0.586 -0.062 -0.365
C -1.465 0.038 0.817
C -0.749 -0.029 2.145
N -0.277 1.304 2.439
C -1.294 2.230 2.848
C -2.034 2.863 1.681
C -3.359 3.266 1.846
C -4.039 3.803 0.769
C -3.375 3.926 -0.442
C -2.053 3.513 -0.503
N -1.389 2.997 0.528
C -2.839 0.206 0.769
H -3.263 0.757 -2.552
H -1.449 -0.414 2.905
H 0.095 -0.714 2.104
H 0.569 1.335 2.985
H -2.058 1.750 3.483
H -0.845 3.024 3.452
H -3.851 3.124 2.801
H -5.075 4.103 0.866
H -3.868 4.322 -1.319
H -1.496 3.592 -1.431
H -3.401 0.167 1.694
Se 6.177 -1.171 0.998
Sb 5.405 0.757 2.626
Se 2.956 1.044 1.510
Se 4.232 -2.389 0.610
Se 4.887 -0.281 4.701

Below is 12 unconnected molecules or ions with the total composition C4H29NO14 at a distorted geometry, with properties calculated with wB97M-V/def2-TZVPD.

As for the spin multiplicity: 2. The total energy is -1277.6164 Eh. The HOMO-LUMO gap (alpha / beta) is 10.61 / 5.11 eV. For the molecular weight, the calculation gives 315.27 g/mol. As for the charge: +1. The highest occupied orbital energy (alpha / beta) is -13.84 / -13.83 eV. The value obtained for the energy relative to the best compared isomer or geometry (same formula, charge and spin) is 0.00 kcal/mol.

Geometry (Å):
C 0.423 0.181 0.696
N -0.820 0.132 1.354
C -3.167 -0.025 0.741
C -1.837 -0.754 0.861
C -1.750 -1.905 1.977
O -2.812 -1.770 2.762
O -0.846 -2.668 2.032
O 0.866 -0.599 -0.113
H 1.058 0.959 1.120
H -1.034 0.970 1.897
H -3.607 0.325 1.669
H -3.916 -0.537 0.147
H -3.014 0.898 0.159
H -1.543 -1.228 -0.078
H -2.787 -2.436 3.474
H 0.644 1.746 4.021
H 0.513 0.240 4.416
O 0.183 0.924 3.823
H 0.939 3.047 -0.019
H -0.354 2.538 -0.760
O 0.039 2.684 0.107
H 4.250 0.014 1.122
H 4.440 0.006 -0.352
O 4.494 0.621 0.412
H -0.427 1.089 -2.391
H -1.275 -0.252 -2.603
O -1.169 0.560 -2.087
H -0.566 0.500 -4.854
H 0.421 -0.325 -4.077
O 0.315 0.553 -4.464
H -1.350 -2.245 -2.222
H -2.512 -2.511 -3.336
O -1.790 -1.962 -3.037
H 0.165 -2.117 -0.821
H 0.030 -3.481 -0.239
O -0.258 -2.981 -1.014
H 3.601 1.771 2.645
H 2.342 0.880 2.570
O 3.131 1.051 3.084
H -3.361 1.877 -2.191
H -3.554 0.513 -1.681
O -4.048 1.205 -2.134
H 3.232 1.874 -0.090
H 3.221 3.348 0.507
O 2.791 2.747 -0.101
H 3.640 -2.403 -1.460
H 3.105 -1.397 -0.546
O 3.955 -1.657 -0.930

Q: Number 6 is which compound?
A: C4H29NO14